Density functional theory data (ωB97M-V/def2-TZVPD) for a molecular structure, C12H18I2IrN3S2.

Properties
charge: +2
ΔE to the lowest compared entry with this formula, charge and spin: 31.1 kJ/mol
orbital gap: 7.1597 eV
E_LUMO: -7.29 eV

Geometry (Å):
Ir  -0.1818  0.1074  1.5147
I  1.2881  -0.9172  3.6377
C  -0.5704  -0.9345  4.6868
I  -2.0976  -0.6537  3.2316
H  -0.5866  -0.0981  5.3759
H  -0.6986  -1.8921  5.1778
S  -0.0558  2.3373  2.3435
C  -1.3370  2.4524  1.1819
N  -1.4931  1.3105  0.5344
C  -2.6260  1.2930  -0.2807
C  -3.0968  0.2549  -1.0779
C  -4.2399  0.4716  -1.8243
C  -4.9012  1.7020  -1.7915
C  -4.4357  2.7406  -1.0081
C  -3.2953  2.5208  -0.2444
S  -2.5097  3.6413  0.8490
H  -2.5853  -0.6969  -1.1319
H  -4.6255  -0.3215  -2.4499
H  -5.7904  1.8446  -2.3893
H  -4.9471  3.6933  -0.9856
N  1.4438  0.6315  0.3050
C  2.4582  -0.3832  -0.1306
C  1.9546  -1.2705  -1.2705
C  1.4558  -2.6741  -0.8953
C  0.5851  -2.7470  0.3497
N  -0.4784  -1.6877  0.3344
H  1.0889  1.0913  -0.5349
H  1.9204  1.3814  0.8075
H  2.7522  -0.9683  0.7424
H  3.3367  0.1750  -0.4529
H  2.7721  -1.3983  -1.9794
H  1.1950  -0.7191  -1.8378
H  2.3121  -3.3304  -0.7345
H  0.9159  -3.0883  -1.7494
H  1.1870  -2.6093  1.2439
H  0.1131  -3.7250  0.4290
H  -1.3817  -2.1054  0.5392
H  -0.5584  -1.3542  -0.6233

Forces on atoms 1 to 3 (eV/Å):
Ir 0.3 -0.3 0.2
I -0.2 0.0 -0.3
C 0.0 0.0 0.0